No. 1
97
Properties=species:S:1:pos:R:3:forces:R:3 method="wB97M-V/def2-TZVPD" homo_lumo_gap_ha=0.221 total_charge=+1 e_tot_ev=-61945.3646 e_homo_ev=-8.67 spin_multiplicity=1 lumo_energy_ha=-0.0980
Ba -0.17470 -0.00516 0.28769 -0.34 -0.97 0.52
P -2.37135 -0.17837 -1.59863 4.20 0.10 2.34
P 2.32458 -0.86880 1.39408 -3.91 0.81 -2.35
O 0.45071 3.51989 -0.14286 -0.62 -2.91 0.15
N -1.41436 0.52130 2.50680 -0.59 0.28 1.23
N 1.55543 -0.40362 -1.74069 0.15 -0.81 1.25
N -0.27589 -2.40335 -0.16507 0.11 0.37 -0.94
C 3.70694 0.29082 1.12925 -0.01 -1.28 0.40
C -1.61682 -4.19969 -0.61460 -0.96 -0.26 -0.47
C -2.88767 0.01973 4.30802 -0.21 -0.09 0.23
C 2.33348 -2.47801 -3.70360 -0.06 0.08 -0.24
C 4.04132 -0.74854 -3.08414 0.08 0.27 -0.29
C -0.44538 -4.95587 -0.52344 0.41 -0.35 0.07
C -1.73838 2.13737 4.22774 -0.04 0.05 0.09
C 0.90205 -3.05623 -0.14641 -1.10 1.15 0.79
C 2.25256 -1.40369 -1.46030 -0.01 0.99 -1.00
C 4.12613 -3.06406 -2.09739 0.54 -0.25 -0.34
C 1.64318 -0.46298 4.02948 0.03 -0.24 0.30
C 3.08625 -2.46685 3.25036 -0.14 -1.24 1.49
C 4.09161 0.75389 2.53789 0.40 0.11 -0.32
C 0.83436 -4.41688 -0.31135 -0.14 -0.50 -0.13
C -1.16157 -1.85985 -3.38696 0.13 0.10 0.14
C 0.20928 2.40003 -0.09725 1.31 6.89 -1.09
C 4.77209 -0.59297 0.47822 1.08 0.63 -0.01
C -3.09247 -0.42107 -4.09082 0.46 -0.33 -1.44
C -1.79224 -0.46181 -3.29374 -1.28 0.00 -0.03
C -4.80840 0.54416 -1.72502 -1.46 1.15 0.47
C 2.15982 -2.20801 -0.01190 0.60 0.27 0.31
C 1.84759 -1.59919 3.00653 1.16 0.16 -0.72
C -1.50038 -2.83667 -0.48723 1.58 0.72 0.47
C -2.26894 -0.31620 3.11948 0.42 0.28 -0.30
C -3.72484 1.21096 0.43879 0.00 0.05 -0.09
C -1.15458 1.72970 3.03935 -0.11 -0.58 -0.18
C -0.77879 0.61602 -3.74376 0.13 0.10 -0.24
C 3.22860 -1.95148 -2.58632 -0.74 0.15 1.35
C 3.38240 1.53101 0.26518 0.17 -0.18 0.02
C 0.55636 -2.45267 2.93484 0.17 0.00 0.02
C -2.61905 1.26563 4.87405 -0.07 0.19 0.30
C -3.08158 2.46736 -1.63517 -0.35 -0.16 0.02
C -3.54652 1.11415 -1.08059 -0.17 -1.37 -0.90
C -2.63371 -1.77526 -0.65557 -0.62 -0.78 -0.51
H -0.79517 -1.96413 -4.41591 -0.13 -0.12 0.13
H 3.66980 -0.44494 -4.07051 0.26 0.02 0.15
H 4.28982 -0.09198 3.20961 0.11 0.39 -0.17
H 4.77423 -2.74024 -1.27801 -0.07 -0.11 -0.05
H -2.92155 1.77118 0.93240 -0.12 -0.16 -0.22
H 5.10280 -1.00080 -3.16193 -0.04 0.06 -0.12
H 5.00121 1.33877 2.39715 0.12 0.12 0.38
H 4.35843 1.90323 -0.07586 -0.19 0.13 -0.01
H 3.55490 -3.94544 -1.78826 0.09 0.05 -0.01
H -2.62438 -4.59276 -0.82197 0.78 -0.35 0.06
H -0.59855 1.43338 -3.02459 -0.26 -0.39 -0.21
H 2.95724 -2.86858 -4.51460 -0.11 -0.04 0.00
H 1.77026 -4.97665 -0.25127 -0.57 -0.31 -0.18
H -1.49203 3.11780 4.62494 -0.16 -0.18 0.06
H -3.83210 0.24452 0.94901 -0.07 0.27 -0.22
H 3.02394 -2.84484 0.18030 -0.13 -0.40 -0.48
H 2.92055 2.33153 0.86035 0.07 -0.26 -0.03
H -3.85726 -1.09300 -3.67596 0.21 0.23 -0.20
H -2.82797 -0.77684 -5.08862 -0.42 0.06 -0.35
H 3.63275 -2.05084 4.09838 0.32 -0.29 -0.08
H -3.41912 -2.23280 -1.25661 -0.32 -0.69 0.50
H 0.87880 -0.79278 4.73964 0.14 0.17 0.13
H -3.09605 1.56001 5.82493 0.32 -0.19 -0.64
H -3.06075 -1.53864 0.33583 0.07 -0.05 -0.46
H 4.73698 -1.64944 0.78238 0.09 0.43 -0.08
H -0.29335 -1.97163 2.42019 0.49 -0.21 0.16
H -2.22561 2.87415 -1.06943 -0.39 -0.23 -0.22
H 1.28416 0.48069 3.58586 0.21 -0.39 0.08
H -1.88308 -2.66336 -3.17800 0.18 0.20 -0.14
H 3.92958 0.13435 -2.43957 0.04 -0.34 -0.19
H 0.23944 -2.58987 3.97895 0.04 -0.16 -0.23
H -5.63892 0.94645 -1.14488 -0.62 -0.07 -0.28
H 4.71965 -0.52889 -0.61520 0.00 -0.14 0.34
H -4.65622 1.76903 0.58876 0.11 -0.03 0.15
H 0.20714 0.16019 -3.91304 -0.31 0.18 0.10
H -0.51734 -6.02062 -0.63638 -0.10 -0.37 -0.05
H -1.13991 1.05626 -4.68267 0.17 -0.01 0.13
H 0.73524 -3.45004 2.50239 -0.14 0.48 0.00
H -4.87139 -0.55684 -1.68067 -0.08 0.55 -0.01
H 3.76835 -2.59794 2.39086 -0.36 0.04 0.52
H -0.28875 -1.95594 -2.72081 -0.35 0.10 -0.26
H 1.71774 -1.66085 -4.10072 0.14 -0.20 0.12
H 4.77950 -3.35375 -2.93222 -0.05 -0.16 0.25
H 2.76904 1.34096 -0.62965 0.27 -0.23 0.33
H -3.48037 0.59993 -4.18572 0.02 -0.30 0.02
H 1.66522 -3.27370 -3.35188 0.12 0.02 -0.05
H -4.90806 0.89341 -2.75553 -0.11 -0.26 0.21
H 2.72628 -3.46372 3.53575 0.50 -0.05 0.16
H 5.73087 -0.18421 0.80482 0.37 -0.18 -0.32
H -0.45059 2.38970 2.48060 -0.55 -0.56 0.52
H 3.31529 1.40602 2.96018 0.27 -0.23 -0.03
H -3.56189 -0.70049 4.77041 0.13 0.31 0.00
H -2.80481 2.42539 -2.69799 -0.18 0.04 0.29
H 2.57292 -0.28207 4.58241 -0.37 0.18 -0.10
H -2.45571 -1.29638 2.62730 0.17 0.76 0.41
H -3.93801 3.13433 -1.50491 0.17 0.29 -0.17


No. 2
47
Properties=species:S:1:pos:R:3:forces:R:3 method="wB97M-V/def2-TZVPD" homo_lumo_gap_ha=0.262 total_charge=+1 e_tot_ev=-52127.2071 de_lowest_kcal_mol=23.5 e_homo_ev=-11.01 spin_multiplicity=1 lumo_energy_ha=-0.1426
Pt -0.53306 0.70178 -0.29167 0.39 -0.72 -0.06
Cl 2.32351 -4.86654 3.48079 0.01 -0.03 0.04
S -1.50284 0.16125 -2.35361 -0.04 -0.12 0.09
O 0.54279 1.95364 -1.45375 0.23 -0.02 0.13
O 0.77493 0.95377 1.22301 -0.31 0.04 0.25
N -2.48582 2.24766 0.14573 0.45 -0.15 -0.03
N 0.81794 1.40774 -2.65921 -0.25 0.05 -0.13
N -1.61678 -0.61810 0.86318 0.22 -0.11 0.04
C 2.27538 1.34223 -4.50523 -0.02 0.00 -0.04
C 1.38549 0.48227 -5.15194 0.02 0.03 0.01
C 1.96507 1.79237 -3.25165 0.00 0.04 0.02
C 0.22343 0.10159 -4.52193 -0.03 0.04 0.00
C 1.53169 -1.79677 0.29587 -0.02 -0.12 0.18
C -2.19886 -0.16124 2.15588 -0.11 0.04 -0.02
C -0.07180 0.57355 -3.24098 -0.05 0.15 -0.02
C -3.32265 0.85611 1.99846 0.04 0.02 0.03
C -2.92687 2.25688 1.54417 -0.11 -0.13 0.03
C 1.29280 -4.05560 1.13358 -0.03 -0.01 0.08
C 1.04992 -3.10918 0.16017 -0.01 0.12 -0.04
C 0.62628 1.75041 2.36589 0.11 0.25 -0.14
C 2.01720 -3.68774 2.26306 -0.02 -0.01 -0.01
C 1.29584 -0.82406 -0.73393 -2.20 1.01 1.14
C 2.49984 -2.39493 2.42968 -0.04 0.00 -0.02
C 2.25788 -1.45397 1.44870 0.02 -0.11 -0.09
H -0.95421 -1.36791 1.06028 -0.02 -0.05 0.03
H 3.19671 1.66053 -4.96863 0.01 -0.01 0.01
H 1.61063 0.11046 -6.14189 0.00 0.00 0.00
H 0.93224 -5.06977 1.03621 0.01 0.00 -0.02
H 2.57042 2.46428 -2.66240 0.00 -0.01 0.01
H -3.23713 1.94042 -0.46346 0.03 0.04 -0.06
H 1.24557 2.65282 2.30287 0.00 0.00 -0.01
H -0.48316 -0.56742 -4.99148 0.00 0.00 0.00
H 0.75866 -1.17829 -1.60227 0.78 0.10 -0.52
H -3.76936 2.93416 1.70991 -0.03 -0.02 -0.08
H 0.48904 -3.37958 -0.72762 0.02 -0.03 -0.01
H -3.79886 0.94646 2.97652 -0.02 -0.02 -0.01
H -2.35576 -1.02868 0.29653 0.02 -0.04 0.00
H 3.05601 -2.14362 3.32175 0.02 0.00 -0.01
H 1.74857 0.14640 -0.59115 0.86 -0.29 -0.80
H -1.38720 0.22793 2.76504 0.03 0.02 -0.05
H 2.60900 -0.43890 1.55415 0.06 -0.03 0.02
H -2.60028 -1.04109 2.66269 0.03 -0.01 0.00
H -2.20537 3.17014 -0.16806 0.00 0.01 0.01
H -4.09148 0.44963 1.33027 -0.01 0.03 -0.01
H -2.10472 2.62246 2.15374 -0.05 0.07 0.01
H 0.94490 1.18976 3.25406 0.00 -0.01 -0.01
H -0.39552 2.08669 2.54866 0.00 -0.01 0.02


No. 3
23
Properties=species:S:1:pos:R:3:forces:R:3 method="wB97M-V/def2-TZVPD" homo_lumo_gap_ha=0.297 total_charge=-1 e_tot_ev=-49495.5999 de_lowest_kcal_mol=16.7 e_homo_ev=-5.19 spin_multiplicity=1 lumo_energy_ha=0.1065
S 1.54549 -0.14751 -0.81461 0.40 0.73 -0.28
S -0.42423 -1.69278 -2.57211 1.18 0.95 -0.26
P -1.14299 0.85041 0.31345 -0.04 -1.21 1.81
O -1.46721 -4.06233 0.26636 0.72 1.01 -0.19
O -1.78055 -0.03808 -0.70947 -0.17 0.89 0.34
O -1.88664 2.30392 0.25766 -0.71 -0.32 -1.02
O 1.33293 1.37679 2.02975 -3.28 -1.62 1.20
O -1.13783 0.41157 1.79796 0.79 0.90 -1.95
N 2.63451 2.36756 0.50113 3.59 -0.22 -1.45
N 0.04278 -2.24989 -0.09882 0.19 0.14 -0.87
C -1.28786 -2.89457 -1.85692 -2.02 -2.33 0.44
C 0.40849 -1.45411 -1.08875 -0.07 0.29 0.97
C 1.29765 2.10986 0.85967 0.67 -0.14 0.41
C 0.58432 1.35262 -0.28282 -2.30 0.19 0.22
C -0.92392 -3.06227 -0.55840 -0.24 -1.05 1.19
H -2.07369 -3.52456 -2.29267 0.54 0.57 -0.15
H 1.00104 3.15102 1.11275 -1.38 -0.56 -0.67
H 3.18596 2.45077 1.35275 -0.33 0.35 0.07
H 0.28232 2.02879 -1.12665 0.86 -0.66 0.48
H 0.28985 0.97950 2.16902 2.47 0.71 -0.31
H -1.09615 -3.96084 1.17095 -0.21 0.25 -0.97
H 3.15585 1.59788 0.02430 -1.11 0.53 0.38
H -2.54012 2.10624 -0.45453 0.42 0.59 0.61


No. 4
17
Properties=species:S:1:pos:R:3:forces:R:3 method="wB97M-V/def2-TZVPD" homo_lumo_gap_ha=0.352 total_charge=+1 e_tot_ev=-19139.6134 de_lowest_kcal_mol=2.7 e_homo_ev=-12.93 spin_multiplicity=1 lumo_energy_ha=-0.1231
S -0.25855 -2.67227 1.84282 -0.90 -0.39 -1.25
N 1.04896 1.30039 -0.48566 -3.01 -5.81 2.28
N -0.55702 -0.03896 0.09713 0.20 -0.47 0.32
C 0.58532 -2.35892 0.20019 2.61 2.33 3.49
C -1.15538 2.35701 -0.20677 -3.36 2.80 -0.12
C 1.56098 -0.01266 -0.39210 0.74 0.79 -0.03
C 0.61460 -0.83798 0.02762 -2.24 -1.03 -0.87
C -0.27115 1.23117 -0.14388 1.49 -0.25 -1.09
H 1.69357 -2.65451 0.35354 -1.97 0.08 -0.56
H -0.70739 3.21006 -0.65974 1.12 0.52 -0.37
H -1.51156 -0.39603 0.20687 0.66 0.29 0.35
H 1.57394 1.98399 -0.83516 2.04 3.91 -1.44
H 0.07723 -2.88031 -0.52918 -0.72 -1.04 -1.75
H -1.59079 2.84333 0.70635 0.80 -1.19 -0.05
H -1.50920 -2.86923 1.25668 1.07 0.09 0.68
H 2.54755 -0.34558 -0.63985 0.45 0.58 -0.08
H -2.09166 2.35567 -0.84774 1.03 -1.22 0.51


No. 5
11
Properties=species:S:1:pos:R:3:forces:R:3 method="wB97M-V/def2-TZVPD" homo_lumo_gap_ha="0.292 / 0.295" total_charge=0 e_tot_ev=-6286.1234 de_lowest_kcal_mol=133.6 e_homo_ev="-8.20 / -8.21" spin_multiplicity=1 lumo_energy_ha="-0.0095 / -0.0062"
O 1.41114 1.87601 0.55837 3.28 -0.59 0.58
C 0.12836 1.40875 0.41242 1.62 -2.27 1.52
C -0.47108 -1.74653 -1.42362 0.30 1.19 2.90
C -0.14917 -0.01193 0.26457 -0.66 -2.06 -0.89
C -0.36876 0.43891 1.48767 -1.09 0.04 -1.37
H -0.22968 -1.19958 -2.32975 -0.84 0.18 0.22
H -0.87814 0.43246 2.45876 0.56 -0.25 -0.55
H -1.45058 -2.03068 -0.98113 0.60 0.68 -1.12
H -0.33346 2.18578 -0.07412 -1.97 1.53 -0.87
H 0.25614 -2.52961 -1.24701 0.22 0.17 0.33
H 2.08524 1.17641 0.87384 -2.02 1.39 -0.75


No. 6
33
Properties=species:S:1:pos:R:3:forces:R:3 method="wB97M-V/def2-TZVPD" homo_lumo_gap_ha=0.365 total_charge=0 e_tot_ev=-26332.1350 de_lowest_kcal_mol=51.8 e_homo_ev=-9.60 spin_multiplicity=1 lumo_energy_ha=0.0127
O -0.75743 -1.81290 -1.26854 0.97 1.76 1.76
O -4.73911 -1.04740 0.50292 0.31 0.42 -0.42
O 0.88021 2.11905 0.14899 -0.11 0.95 0.36
O 2.85136 3.09122 0.34750 0.13 1.03 0.67
O 3.95868 -2.26218 -0.00273 1.73 -0.84 -1.09
O 3.10081 -1.02541 1.63110 -0.63 0.88 0.05
N -4.87120 1.03561 -0.36469 0.00 1.46 -0.60
N -1.27333 0.11083 1.68322 -1.63 1.33 1.63
N 0.62793 -1.08078 0.39501 1.66 -0.41 -2.14
C 1.79904 -1.34604 -0.47067 1.64 2.67 1.80
C -4.23522 -0.07903 -0.04465 1.27 -1.78 0.83
C 2.21191 2.15093 0.01123 0.59 -1.18 -1.09
C 2.19403 -0.08552 -1.38964 -1.32 -2.36 -0.20
C -1.86031 -0.67338 0.60907 2.15 -1.34 -1.42
C -0.56690 -1.19761 -0.18914 -3.27 -2.35 -1.45
C -2.71133 0.05300 -0.39646 -2.09 -0.45 0.42
C 2.96460 1.03190 -0.75799 0.25 1.11 0.82
C 3.08260 -1.57739 0.37552 -1.40 -0.10 1.37
H 3.96134 -0.99678 2.11606 -0.68 -0.57 -1.11
H 3.90026 0.90562 -0.13995 -1.06 -0.70 -0.70
H 3.31911 1.56809 -1.61621 0.41 0.69 -0.42
H 0.50086 1.24969 0.09292 -0.04 -1.02 -0.13
H 0.78119 -0.87835 1.35498 -0.25 0.49 0.59
H 1.75663 -2.15677 -1.14623 -0.79 -1.10 -0.19
H 1.20697 0.31426 -1.79911 1.35 -0.54 0.19
H -2.63694 1.11113 -0.42168 1.25 1.05 0.12
H -4.25839 1.80614 -0.58685 -0.75 0.16 -0.09
H -1.59230 -0.15283 2.63681 0.15 0.23 -1.09
H -2.56925 -0.29772 -1.40925 0.14 -0.40 -0.14
H 2.76873 -0.61353 -2.21635 -0.59 1.18 0.76
H -5.80688 1.21212 -0.07992 -0.58 -0.01 0.12
H -1.51283 1.12309 1.56142 0.29 -1.25 0.31
H -2.47487 -1.59906 0.83329 0.90 0.99 0.50